No. 1
{"formula": "C12H40N4O8", "method": "ωB97M-V/def2-TZVPD", "e_above_lowest_kcal_mol": 99.8, "orbital_gap_ev": 9.2, "lumo_energy_ha": 0.006, "smiles": "NC(N)=O.NC(N)=O.CC(C)O.CC(C)O.CO.CO.CO.CO", "max_force_ev_per_a": 9.63, "species": ["C", "O", "H", "H", "H", "H", "C", "O", "H", "H", "H", "H", "C", "O", "H", "H", "H", "H", "C", "O", "H", "H", "H", "H", "C", "O", "N", "N", "H", "H", "H", "H", "C", "O", "N", "N", "H", "H", "H", "H", "C", "C", "C", "O", "H", "H", "H", "H", "H", "H", "H", "H", "C", "C", "C", "O", "H", "H", "H", "H", "H", "H", "H", "H"], "xyz": [[-3.86323, 1.71114, -0.92103], [-2.61723, 2.28014, -1.24503], [-4.65023, 2.24714, -1.58103], [-4.02323, 1.91114, 0.16697], [-3.81623, 0.66614, -1.22503], [-1.96223, 1.65214, -0.84703], [0.87177, 4.17014, -1.62103], [1.23977, 4.47814, -2.97303], [0.27577, 5.00114, -1.22503], [1.76077, 4.02814, -1.06103], [0.39577, 3.21214, -1.62103], [0.56677, 4.28014, -3.57503], [-0.33823, 1.16914, -4.07603], [0.87677, 0.53514, -4.19103], [-1.04123, 0.65314, -4.78203], [-0.36123, 2.19214, -4.30503], [-0.74123, 1.08914, -3.08903], [1.24477, 0.79414, -5.04003], [-0.68623, 1.47314, 1.18197], [-0.32823, 1.16614, -0.16203], [-1.74323, 1.50814, 1.23097], [-0.14123, 2.36214, 1.44297], [-0.39423, 0.74214, 1.87997], [0.60877, 0.90014, -0.19503], [2.86177, 1.34114, -1.03603], [3.35277, 2.22714, -0.07203], [2.92177, 1.47114, -2.32903], [2.20177, 0.34414, -0.56603], [3.51477, 2.27214, -2.63803], [2.35477, 1.15914, -3.10603], [2.15877, 0.16114, 0.45597], [1.98877, -0.48886, -1.25103], [3.22577, -0.31486, 2.53697], [3.51577, -1.25586, 3.49497], [4.20277, 0.34814, 2.05097], [2.04977, 0.13014, 2.08297], [5.14677, 0.08514, 2.32297], [4.02277, 1.05114, 1.34097], [1.42477, -0.66486, 2.43097], [1.70777, 1.05414, 1.99597], [-1.89323, -3.96386, -0.28403], [-1.88723, -3.01386, -1.42303], [-1.68023, -1.57786, -0.83403], [-0.83023, -3.25386, -2.07903], [-2.09623, -4.90486, -0.72403], [-2.73223, -3.73586, 0.41997], [-0.97323, -4.04286, 0.31297], [-2.80023, -3.04786, -2.05603], [-1.61223, -0.84686, -1.64703], [-0.66723, -1.51586, -0.43603], [-2.32923, -1.20086, -0.10403], [-0.98023, -3.23686, -3.06603], [-0.06823, -1.79386, 4.65497], [-0.37123, -2.30786, 3.31197], [-1.74423, -1.97086, 2.87797], [0.47877, -1.94786, 2.43797], [0.04777, -0.72086, 4.59397], [0.80677, -2.25986, 5.07497], [-0.83723, -2.03086, 5.36297], [-0.25623, -3.43386, 3.38097], [-1.92323, -0.91086, 2.77497], [-2.39223, -2.39786, 3.57097], [-2.02723, -2.28686, 1.85697], [0.98377, -2.73986, 2.13997]]}



No. 2
{"formula": "C12H40O14", "method": "ωB97M-V/def2-TZVPD", "e_above_lowest_kcal_mol": 27.1, "orbital_gap_ev": 9.6, "lumo_energy_ha": 0.001, "smiles": "OCCO.OCCO.OCCO.OCCO.OCCO.OCCO.O.O", "max_force_ev_per_a": 1.94, "species": ["O", "H", "H", "O", "H", "H", "C", "C", "O", "O", "H", "H", "H", "H", "H", "H", "C", "C", "O", "O", "H", "H", "H", "H", "H", "H", "C", "C", "O", "O", "H", "H", "H", "H", "H", "H", "C", "C", "O", "O", "H", "H", "H", "H", "H", "H", "C", "C", "O", "O", "H", "H", "H", "H", "H", "H", "C", "C", "O", "O", "H", "H", "H", "H", "H", "H"], "xyz": [[0.37998, -1.24172, -0.15157], [0.93728, -0.47915, 0.07570], [-0.24083, -0.90221, -0.81672], [1.95054, 0.82352, 1.14377], [2.56157, 1.49070, 0.79147], [2.46520, 0.34015, 1.80372], [2.74513, -3.16031, 0.64396], [4.23592, -2.79020, 0.53412], [4.95768, -3.82522, -0.13587], [2.19841, -3.34550, -0.62176], [2.29399, -2.33391, 1.20421], [2.74185, -4.07935, 1.23444], [4.69362, -2.74248, 1.52357], [4.34263, -1.85837, -0.03577], [4.65567, -3.80001, -1.05324], [1.36565, -2.87446, -0.75051], [-3.63487, -0.57045, -0.44160], [-3.20368, -1.31069, 0.78848], [-2.81427, -0.38571, 1.83130], [-4.17276, -1.47103, -1.38638], [-2.84176, 0.06988, -0.84240], [-4.40671, 0.15168, -0.14996], [-2.36916, -2.00756, 0.62504], [-3.97299, -1.94307, 1.24538], [-2.33380, -0.94709, 2.46317], [-3.47052, -1.81791, -1.94376], [2.01356, 2.25844, -2.31792], [2.24068, 0.77129, -2.48218], [3.61034, 0.43710, -2.44263], [2.56070, 2.77477, -1.10453], [0.97251, 2.58211, -2.35626], [2.63153, 2.68210, -3.12691], [1.80840, 0.42419, -3.42838], [1.72953, 0.17718, -1.71823], [3.99981, 0.42732, -3.31830], [2.27454, 3.67738, -0.96589], [0.25680, -0.73537, 3.90567], [-0.55894, -0.58312, 5.17884], [-0.99675, -1.80899, 5.70416], [-0.49592, -1.47954, 2.93802], [1.22226, -1.22705, 4.05160], [0.37665, 0.30505, 3.58379], [-1.39479, 0.10231, 4.98827], [0.05319, 0.02777, 5.86066], [-1.59241, -1.63176, 6.43709], [-0.05104, -1.27749, 2.10013], [-0.51767, 2.40722, 0.20086], [-1.60935, 2.33301, 1.24303], [-1.96156, 3.62726, 1.72490], [-0.95418, 3.08921, -0.99530], [-0.24846, 1.37833, -0.03693], [0.36070, 2.94199, 0.57737], [-1.41340, 1.62753, 2.05183], [-2.46598, 1.92933, 0.69817], [-1.14739, 4.01071, 2.07673], [-0.87053, 4.00590, -0.70805], [-2.66731, 1.09544, -3.61421], [-1.60515, 0.08294, -3.94414], [-0.87427, -0.41241, -2.78998], [-2.06279, 2.35755, -3.42343], [-3.37670, 0.68338, -2.88942], [-3.28801, 1.17364, -4.51253], [-0.87218, 0.45306, -4.66919], [-2.00650, -0.81019, -4.44812], [-0.50956, -1.25931, -3.05831], [-1.63412, 2.39215, -2.54914]]}



No. 3
{"formula": "C12H41N3O7", "method": "ωB97M-V/def2-TZVPD", "e_above_lowest_kcal_mol": 46.7, "orbital_gap_ev": 10.0, "lumo_energy_ha": 0.020, "smiles": "COC[C@H](C)N.COC[C@H](C)N.COC[C@H](C)N.O.O.O.O", "max_force_ev_per_a": 4.42, "species": ["C", "C", "C", "O", "C", "N", "H", "H", "H", "H", "H", "H", "H", "H", "H", "H", "H", "C", "C", "C", "O", "C", "N", "H", "H", "H", "H", "H", "H", "H", "H", "H", "H", "H", "C", "C", "C", "O", "C", "N", "H", "H", "H", "H", "H", "H", "H", "H", "H", "H", "H", "O", "H", "H", "O", "H", "H", "O", "H", "H", "O", "H", "H"], "xyz": [[2.61087, -9.55243, -8.41929], [2.16379, -10.99074, -8.39761], [3.35611, -11.97490, -8.15950], [3.07144, -13.40026, -7.92070], [3.13774, -14.10377, -9.15131], [1.00326, -11.09299, -7.50643], [3.41033, -9.46394, -9.16568], [3.04192, -9.27777, -7.46807], [1.85634, -8.84055, -8.56140], [1.77715, -11.27417, -9.40519], [3.91000, -11.56223, -7.30849], [4.02910, -11.94606, -9.05186], [4.02043, -13.71812, -9.76190], [2.20501, -13.97410, -9.67120], [3.42286, -15.17052, -9.02050], [0.59828, -11.98400, -7.72614], [1.36301, -11.22697, -6.53827], [8.96648, -17.41566, -9.28521], [8.73737, -16.04129, -8.92490], [7.34339, -15.53309, -9.19703], [6.98882, -15.51807, -10.63298], [7.71539, -14.43297, -11.31289], [8.99249, -15.65154, -7.49817], [10.08493, -17.64034, -9.34254], [8.73767, -17.62430, -10.39901], [8.34915, -18.07136, -8.64089], [9.49416, -15.41494, -9.42275], [7.06570, -14.46500, -8.86449], [6.70039, -16.17421, -8.71113], [8.81508, -14.41454, -10.96515], [7.25478, -13.45133, -11.15384], [7.63127, -14.71036, -12.31346], [9.83539, -16.15012, -7.18725], [8.21008, -15.97974, -6.93965], [-0.13285, -16.07395, -9.16781], [0.07028, -16.99248, -8.00098], [-0.73030, -16.58195, -6.74996], [-0.41247, -15.26998, -6.27970], [0.87478, -15.04349, -5.86284], [-0.18813, -18.46306, -8.19077], [-1.10697, -16.17101, -9.63816], [0.66786, -16.27405, -9.89732], [0.06803, -15.03505, -8.82778], [1.13249, -16.79714, -7.79242], [-0.60458, -17.38327, -6.00229], [-1.78067, -16.52705, -7.06684], [1.64075, -14.92376, -6.67861], [1.24924, -15.74284, -5.14406], [0.86738, -14.12514, -5.25937], [0.42659, -18.83853, -8.81067], [-1.15963, -18.55956, -8.39808], [5.53865, -15.40581, -4.01960], [5.36384, -14.99541, -4.93093], [4.73018, -15.45225, -3.49660], [7.81674, -13.12773, -6.17352], [8.58345, -13.56762, -6.57704], [7.80417, -13.47325, -5.28961], [8.08341, -14.96859, -2.90503], [7.92598, -14.30571, -2.25763], [7.23574, -15.10507, -3.37662], [5.49902, -14.57968, -6.66198], [6.35187, -14.10451, -6.57817], [5.09791, -14.08326, -7.38097]]}



No. 4
{"formula": "C12H42INO8SSb", "method": "ωB97M-V/def2-TZVPD", "orbital_gap_ev": 5.9, "total_charge": -1, "lumo_energy_ha": 0.077, "max_force_ev_per_a": 0.33, "species": ["C", "C", "C", "I", "Sb", "C", "N", "C", "C", "S", "O", "O", "H", "H", "H", "H", "H", "H", "H", "H", "H", "H", "H", "H", "H", "H", "H", "H", "H", "H", "C", "O", "H", "H", "H", "H", "C", "O", "H", "H", "H", "H", "C", "O", "H", "H", "H", "H", "C", "O", "H", "H", "H", "H", "C", "O", "H", "H", "H", "H", "C", "O", "H", "H", "H", "H"], "xyz": [[-2.32820, 3.42217, 1.23884], [-1.92691, 2.15801, 0.47764], [-1.39169, 1.00269, 1.29324], [0.32182, 1.62687, 2.47266], [-0.78415, -0.78313, 0.00406], [-0.36648, -2.53935, -1.25120], [0.97600, -2.64809, -1.79923], [2.04962, -2.73796, -0.81651], [-2.99168, -1.55896, 0.23442], [-4.04417, -1.08869, -1.04759], [-5.43372, -0.95035, -0.64092], [-3.73812, -1.85852, -2.23632], [-2.74508, 3.17180, 2.21809], [-1.46974, 4.07316, 1.41528], [-3.08108, 3.99088, 0.68691], [-1.21432, 2.39218, -0.32096], [-2.80839, 1.75895, -0.04192], [-2.09024, 0.69890, 2.07596], [-1.35966, 0.17037, -1.37360], [0.84075, -0.12429, -0.12305], [-0.46534, -1.63030, 1.52128], [-0.58146, -3.42382, -0.64076], [-1.09309, -2.51253, -2.06673], [1.14827, -1.91537, -2.47393], [2.63148, -1.81694, -0.71724], [1.63031, -2.94558, 0.17086], [2.73624, -3.55701, -1.06147], [-3.42490, -1.23122, 1.18078], [-2.97500, -2.65163, 0.19903], [-3.62066, 0.17550, -1.30192], [-6.74464, -3.33503, 1.31286], [-6.07301, -3.67863, 2.52277], [-6.25159, -3.88505, 0.51425], [-7.79801, -3.63328, 1.34493], [-6.66119, -2.27418, 1.07639], [-6.45206, -3.15763, 3.23381], [2.96485, 2.80946, 4.94337], [3.72460, 2.51212, 3.78556], [3.65489, 3.21832, 5.68095], [2.18445, 3.54956, 4.74410], [2.49366, 1.91610, 5.36465], [3.12238, 2.15497, 3.12299], [-1.28819, -1.17103, 6.32092], [-1.01107, -0.67041, 5.03272], [-1.65417, -2.18863, 6.19154], [-0.39708, -1.20750, 6.95773], [-2.06276, -0.59436, 6.83947], [-0.66805, 0.22687, 5.08738], [3.75191, -1.44365, -4.17824], [2.42954, -1.58921, -4.67216], [3.66708, -1.28803, -3.10431], [4.35379, -2.34207, -4.34543], [4.26997, -0.58258, -4.60803], [2.46012, -1.75034, -5.61731], [0.69775, 3.55837, -2.64590], [0.13727, 2.28121, -2.86473], [1.02989, 3.57797, -1.60883], [1.56563, 3.75138, -3.28657], [-0.02995, 4.36501, -2.78797], [-0.17678, 2.21132, -3.76911], [7.22639, 1.88215, -4.40564], [6.63173, 0.69476, -4.90309], [7.53668, 1.67278, -3.38419], [8.10888, 2.17413, -4.98270], [6.52130, 2.71758, -4.38472], [6.33538, 0.84982, -5.80314]]}



Q: Number 2 is which compound?
A: C12H40O14